This record from OMol25 describes a molecular structure, C31H19F2FeN13. The level of theory is ωB97M-V/def2-TZVPD.

Properties
2S+1 = 1
net charge = -2
molecular weight = 667.4 g/mol
LUMO level = 4.47 eV
Kohn-Sham gap = 5.67 eV
E = -91651.3539 eV
ΔE to the lowest compared entry with this formula, charge and spin = 0.0 kcal/mol
HOMO level = -1.204 eV

```
66
Properties=species:S:1:pos:R:3:forces:R:3
Fe 0.73280 -0.50968 0.80928 -0.2947 0.2824 0.3361
C 0.99851 1.81491 4.49633 -0.0125 0.0192 -0.0281
C 1.39272 1.18048 3.30532 0.0801 -0.0037 0.0175
N 0.55133 0.94426 2.32436 -0.0007 -0.2787 -0.2056
C -0.73746 1.35930 2.43738 0.0183 0.0267 -0.0539
C -1.22072 2.01420 3.58756 -0.0343 0.0620 0.0212
C -0.30024 2.21345 4.64017 0.0061 -0.0128 -0.0059
C -2.56572 2.45871 3.63183 0.0281 -0.0002 0.0369
C -3.35057 2.27330 2.51994 0.0119 -0.0578 -0.0633
C -2.88877 1.64535 1.35866 -0.0956 0.0709 0.0271
C -1.58546 1.13278 1.28132 0.3142 0.1599 -0.1761
N -0.98075 0.55394 0.24246 0.0482 -0.1340 0.2307
C -1.64855 0.37370 -0.95408 -0.1805 -0.1295 -0.0858
C -2.69630 -0.51572 -1.08848 0.0998 -0.1263 0.0277
C -3.25209 -0.82616 -2.34334 0.0088 0.0108 -0.0271
C -2.77022 -0.25745 -3.48967 0.0076 0.0140 0.0250
C -1.73423 0.70186 -3.40180 -0.0080 -0.0127 -0.0421
C -1.19511 1.34475 -4.54079 -0.0206 -0.0151 0.0077
C -0.24477 2.30842 -4.38634 0.0087 0.0244 0.0023
C 0.14368 2.66235 -3.07275 0.0190 -0.0599 -0.0007
N -0.30767 2.07543 -2.00086 0.0946 -0.0498 0.0372
C -1.20257 1.06072 -2.13860 -0.0921 0.0912 0.0972
H 1.72845 1.96337 5.28172 -0.0012 0.0024 0.0013
H 2.41388 0.84759 3.16303 -0.0209 -0.0302 0.0039
H -0.64111 2.69191 5.55275 0.0037 0.0071 -0.0019
H -2.94508 2.93726 4.52692 0.0011 0.0073 -0.0040
H -4.37888 2.62302 2.53526 0.0004 0.0051 0.0027
H -3.55746 1.53966 0.51565 0.0118 -0.0315 -0.0419
H -3.03106 -1.03624 -0.19803 0.0077 0.0376 0.0466
H -4.04999 -1.55922 -2.39604 0.0020 0.0000 -0.0027
H -3.16744 -0.52176 -4.46396 0.0038 -0.0067 -0.0016
H -1.55194 1.05798 -5.52519 0.0032 -0.0003 0.0025
H 0.19883 2.81097 -5.23703 0.0016 -0.0012 0.0004
H 0.86380 3.46143 -2.91883 0.0121 0.0106 -0.0027
N 1.36511 -2.85124 3.27962 -0.0174 0.0541 0.0355
C 2.41452 -2.05418 2.84702 -0.0346 0.0056 0.0158
N 3.60006 -2.06648 3.43870 0.0020 -0.0003 0.0108
N 4.32969 -1.19177 2.71663 0.0037 -0.0204 -0.0168
N 3.61897 -0.69360 1.76068 0.0162 -0.0183 -0.0158
N 2.37680 -1.22687 1.80846 -0.2010 -0.2157 -0.1600
C 0.03325 -2.53394 3.05932 0.0380 -0.1035 -0.0678
N -0.95578 -3.11946 3.72161 -0.0086 -0.0400 -0.0394
N -2.06797 -2.61471 3.15051 0.0028 0.0159 0.0303
N -1.75599 -1.77875 2.21794 0.0225 0.0055 -0.0193
N -0.40555 -1.69718 2.12947 0.0199 0.1509 -0.0897
H 1.53787 -3.31236 4.15666 0.0091 0.0065 0.0030
F 4.28778 2.96352 -1.33639 0.0000 -0.0221 0.0050
C 3.49438 1.85504 -1.46328 0.0027 0.0401 -0.0528
C 2.72052 1.44536 -0.41331 -0.1347 0.0275 -0.0039
C 1.88222 0.32486 -0.54036 0.0763 0.0856 0.0894
C 1.90392 -0.35754 -1.78172 -0.0169 0.0055 0.0071
C 2.73067 0.09213 -2.80608 -0.0224 0.0285 -0.0142
F 2.79663 -0.57025 -4.00607 -0.0036 0.0026 -0.0040
C 3.53384 1.20149 -2.68960 0.0076 0.0123 0.0173
C 0.99979 -1.51001 -1.87329 -0.0201 0.0269 -0.0241
C 0.63441 -2.17002 -3.05104 0.0190 -0.0324 -0.0078
C -0.28097 -3.20288 -3.00046 0.0057 0.0088 0.0166
C -0.82435 -3.56565 -1.77873 0.0064 -0.0195 0.0061
C -0.43607 -2.85869 -0.65527 0.0729 -0.0840 0.0354
N 0.45009 -1.86459 -0.69037 0.1359 0.1967 0.0484
H 2.76499 1.99666 0.51842 -0.0004 0.0013 0.0044
H 4.17213 1.52814 -3.49755 -0.0035 0.0019 0.0012
H 1.05335 -1.85153 -3.99164 -0.0068 -0.0057 0.0055
H -0.57852 -3.70845 -3.91223 -0.0035 0.0003 -0.0002
H -1.55596 -4.35709 -1.68690 0.0020 -0.0041 -0.0066
H -0.85966 -3.07487 0.31508 -0.0012 0.0084 0.0105
```
Forces are in eV/Å.